[1]
The following is a quantum chemistry calculation of a molecular structure, C26H66N2O21Pt2, from the OMol25 dataset.

Last column: Löwdin charge in e.
Element x y z (Å)
Pt: 2.77 -0.81 1.45  1.27
Pt: -3.58 -1.76 -2.09  1.30
C: -0.77 -0.94 -0.76  0.00
C: -1.21 -0.04 -1.68  -0.29
C: -0.85 1.44 -1.69  -0.34
O: -1.73 2.19 -2.07  0.06
C: 0.44 1.71 -1.13  0.07
C: 0.95 0.79 -0.23  -0.34
C: 0.20 -0.51 0.08  -0.30
O: 0.58 -1.19 1.11  -0.12
O: 2.03 0.88 0.40  -0.15
O: -2.13 -0.22 -2.54  -0.10
H: -1.16 -1.97 -0.83  0.11
H: 0.81 2.68 -1.30  0.09
C: 2.61 3.73 3.80  -0.10
O: 2.35 2.41 4.21  -0.20
C: 1.19 1.78 3.56  -0.16
C: 1.19 0.31 3.92  -0.17
N: 2.49 -0.35 3.67  -0.13
C: 2.68 -1.60 4.35  -0.19
C: 3.85 -2.38 3.86  -0.18
O: 3.77 -2.49 2.44  -0.37
C: 4.81 -3.30 1.81  -0.02
H: 1.71 4.35 3.71  0.10
H: 3.28 3.79 2.97  0.08
H: 3.21 4.07 4.63  0.09
H: 1.24 1.99 2.48  0.12
H: 0.29 2.27 3.91  0.12
H: 0.43 -0.26 3.41  0.10
H: 0.87 0.15 4.96  0.13
H: 3.23 0.34 3.96  0.14
H: 1.78 -2.18 4.25  0.11
H: 2.77 -1.41 5.41  0.14
H: 3.75 -3.44 4.21  0.15
H: 4.84 -2.00 4.15  0.14
H: 4.61 -3.33 0.72  0.10
H: 4.81 -4.21 2.40  0.09
H: 5.80 -2.80 1.90  0.10
C: -2.66 -4.92 -2.20  -0.04
O: -2.25 -3.69 -2.88  -0.30
C: -2.56 -3.72 -4.23  -0.22
C: -2.71 -2.30 -4.80  -0.14
N: -3.86 -1.65 -4.15  -0.21
C: -4.23 -0.26 -4.49  -0.16
C: -5.44 0.15 -3.69  -0.20
O: -5.03 0.05 -2.35  -0.33
C: -6.01 0.45 -1.38  -0.03
H: -3.75 -5.05 -2.13  0.09
H: -2.25 -4.87 -1.19  0.09
H: -2.26 -5.78 -2.76  0.10
H: -3.55 -4.21 -4.23  0.13
H: -1.77 -4.27 -4.75  0.15
H: -2.82 -2.44 -5.87  0.13
H: -1.88 -1.62 -4.57  0.13
H: -4.74 -2.20 -4.28  0.15
H: -4.43 -0.27 -5.58  0.15
H: -3.35 0.37 -4.35  0.11
H: -6.33 -0.49 -3.88  0.14
H: -5.70 1.25 -3.84  0.15
H: -6.84 -0.29 -1.40  0.11
H: -6.38 1.43 -1.74  0.11
H: -5.44 0.55 -0.47  0.07
O: 0.87 -3.67 -1.04  -0.04
H: 1.21 -4.34 -1.63  0.05
H: 1.15 -3.89 -0.13  0.07
O: -3.72 -1.61 0.10  -0.14
H: -3.38 -2.33 0.64  0.03
H: -3.47 -0.71 0.36  -0.02
O: 3.04 -1.41 -0.71  -0.13
H: 2.64 -2.26 -1.07  0.08
H: 3.74 -1.15 -1.34  0.06
O: -3.90 2.91 -3.68  -0.08
H: -3.83 3.86 -3.85  0.05
H: -3.12 2.70 -3.09  0.02
O: 4.86 0.33 1.85  -0.08
H: 5.35 0.36 1.05  0.00
H: 4.53 1.26 1.99  0.10
C: 5.85 0.86 -2.34  -0.22
C: 6.55 1.54 -1.19  -0.25
O: 6.93 0.58 -0.25  -0.06
O: 4.50 0.53 -2.06  -0.08
H: 6.37 -0.07 -2.61  0.14
H: 5.85 1.55 -3.19  0.13
H: 5.95 2.36 -0.80  0.12
H: 7.38 2.01 -1.77  0.14
H: 7.56 0.88 0.42  0.12
H: 3.98 1.33 -2.01  0.09
C: 2.75 5.83 -1.58  -0.24
C: 1.25 5.86 -1.38  -0.24
O: 0.66 5.18 -2.49  -0.07
O: 3.21 4.48 -1.57  -0.09
H: 3.23 6.30 -0.68  0.14
H: 3.14 6.32 -2.43  0.11
H: 0.85 6.84 -1.25  0.11
H: 1.06 5.32 -0.45  0.12
H: 0.33 5.81 -3.15  0.10
H: 2.92 4.02 -2.36  0.07
C: -3.25 2.84 2.00  -0.22
C: -2.95 1.93 0.81  -0.20
O: -3.45 0.63 0.99  -0.09
O: -4.50 2.69 2.61  -0.05
H: -3.13 3.85 1.70  0.12
H: -2.58 2.63 2.85  0.13
H: -1.87 1.97 0.76  0.11
H: -3.31 2.25 -0.19  0.13
H: -3.96 0.69 1.87  0.16
H: -5.19 3.26 2.24  0.12
C: -1.72 -3.93 4.16  -0.21
C: -2.70 -3.46 3.13  -0.21
O: -2.12 -3.24 1.83  -0.08
O: -0.67 -2.95 4.34  -0.09
H: -1.25 -4.86 3.87  0.12
H: -2.28 -4.02 5.11  0.14
H: -3.16 -2.54 3.46  0.11
H: -3.48 -4.21 2.98  0.13
H: -1.34 -2.73 1.97  0.05
H: -1.06 -2.28 4.95  0.10

Output
HOMO (alpha / beta): -11.868 / -12.135 eV
Spin multiplicity: 5
Net charge: +2

---

[2]
The following is a quantum chemistry calculation of 4 unconnected molecules or ions with the total composition C26H68BrN9O5P4, from the OMol25 dataset.

Last column: Löwdin charge in e.
Element x y z (Å)
C: -1.53 2.69 1.79  -0.14
C: -2.09 2.63 0.34  -0.40
P: -3.64 3.58 0.02  0.99
C: -3.10 5.34 0.26  -0.41
C: -3.39 6.04 1.59  -0.18
C: -4.73 2.99 1.41  -0.47
C: -5.22 1.60 0.89  -0.20
O: -6.65 1.56 1.03  0.00
C: -6.98 2.48 1.97  -0.55
O: -7.79 2.32 2.82  0.12
C: -6.06 3.70 1.72  -0.55
Br: -5.95 4.59 3.44  0.78
H: -2.18 3.24 2.47  0.04
H: -0.55 3.16 1.80  0.05
H: -1.43 1.69 2.19  0.07
H: -1.34 3.00 -0.35  0.07
H: -2.35 1.60 0.11  0.06
H: -2.02 5.33 0.12  0.07
H: -3.50 5.94 -0.56  0.06
H: -4.43 6.33 1.68  0.03
H: -2.82 6.97 1.63  0.07
H: -3.09 5.46 2.46  0.05
H: -4.24 2.74 2.35  0.09
H: -4.74 0.74 1.37  0.12
H: -5.06 1.43 -0.18  0.09
H: -6.46 4.34 0.94  0.11
O: 1.89 2.31 2.24  -0.29
P: 3.26 2.86 2.40  0.61
N: 4.34 1.76 1.70  -0.31
C: 4.85 0.57 2.36  -0.11
C: 4.05 1.54 0.28  -0.12
N: 3.36 2.99 4.14  -0.29
C: 4.30 2.24 4.95  -0.15
C: 2.07 3.07 4.82  -0.15
N: 4.13 4.23 2.08  -0.33
C: 5.55 4.28 1.78  -0.10
C: 3.52 5.50 2.46  -0.12
H: 5.67 0.16 1.76  0.08
H: 4.09 -0.21 2.51  0.09
H: 5.28 0.81 3.33  0.04
H: 4.22 2.46 -0.29  0.07
H: 3.02 1.21 0.11  0.08
H: 4.72 0.78 -0.13  0.06
H: 4.10 1.16 4.96  0.08
H: 4.24 2.59 5.98  0.08
H: 5.33 2.41 4.64  0.07
H: 1.60 2.09 4.96  0.08
H: 1.37 3.69 4.25  0.06
H: 2.21 3.55 5.79  0.08
H: 6.16 3.87 2.59  0.08
H: 5.84 5.32 1.64  0.08
H: 5.80 3.75 0.86  0.07
H: 3.85 5.81 3.45  0.08
H: 2.43 5.41 2.47  0.08
H: 3.77 6.28 1.73  0.08
O: 5.75 -1.15 -1.73  -0.29
P: 6.01 -2.27 -2.65  0.61
N: 7.66 -2.18 -3.11  -0.32
C: 8.16 -1.32 -4.16  -0.12
C: 8.54 -2.25 -1.95  -0.13
N: 4.88 -1.94 -3.93  -0.29
C: 5.26 -1.61 -5.29  -0.15
C: 3.74 -1.12 -3.52  -0.14
N: 5.89 -3.92 -2.74  -0.32
C: 6.77 -4.81 -3.47  -0.10
C: 4.61 -4.49 -2.34  -0.11
H: 9.19 -1.59 -4.38  0.08
H: 8.12 -0.25 -3.91  0.09
H: 7.62 -1.47 -5.09  0.04
H: 8.47 -3.23 -1.47  0.07
H: 8.32 -1.49 -1.20  0.08
H: 9.58 -2.12 -2.27  0.08
H: 5.77 -0.65 -5.38  0.08
H: 4.36 -1.57 -5.91  0.08
H: 5.89 -2.39 -5.73  0.07
H: 3.97 -0.04 -3.51  0.08
H: 3.40 -1.39 -2.53  0.07
H: 2.91 -1.29 -4.21  0.08
H: 6.79 -4.58 -4.54  0.08
H: 6.41 -5.83 -3.35  0.08
H: 7.79 -4.79 -3.10  0.07
H: 3.95 -4.64 -3.20  0.09
H: 4.09 -3.83 -1.64  0.08
H: 4.75 -5.45 -1.83  0.08
O: -4.53 -3.75 0.05  -0.28
P: -5.98 -3.53 -0.07  0.61
N: -6.68 -5.03 -0.49  -0.32
C: -6.74 -5.54 -1.85  -0.12
C: -6.40 -6.06 0.50  -0.13
N: -6.04 -2.30 -1.31  -0.29
C: -6.64 -2.50 -2.61  -0.15
C: -4.82 -1.51 -1.43  -0.15
N: -7.28 -2.96 0.79  -0.32
C: -8.65 -3.42 0.70  -0.10
C: -7.09 -1.66 1.44  -0.11
H: -7.40 -6.41 -1.87  0.08
H: -5.76 -5.83 -2.25  0.09
H: -7.18 -4.81 -2.53  0.04
H: -6.88 -5.81 1.45  0.07
H: -5.33 -6.18 0.69  0.08
H: -6.80 -7.01 0.16  0.08
H: -6.10 -3.22 -3.23  0.08
H: -6.66 -1.54 -3.15  0.08
H: -7.69 -2.81 -2.53  0.07
H: -4.05 -2.01 -2.03  0.08
H: -4.39 -1.30 -0.46  0.06
H: -5.06 -0.56 -1.91  0.08
H: -9.05 -3.31 -0.31  0.08
H: -9.26 -2.83 1.38  0.08
H: -8.76 -4.46 1.00  0.07
H: -7.46 -0.85 0.80  0.08
H: -6.03 -1.48 1.63  0.07
H: -7.60 -1.62 2.40  0.09

Output
HOMO: -8.174 eV
SMILES: CCP(CC)[C@@H]1COC(=O)[C@H]1Br.CN(C)P(=O)(N(C)C)N(C)C.CN(C)P(=O)(N(C)C)N(C)C.CN(C)P(=O)(N(C)C)N(C)C

---

[3]
The following is a quantum chemistry calculation of a molecular structure, C26H68F3LiO12S, from the OMol25 dataset.

Last column: Löwdin charge in e.
Element x y z (Å)
Li: 1.33 1.17 3.93  0.76
C: 0.78 -1.14 0.05  -0.64
F: -0.50 -1.01 -0.30  0.13
F: 0.90 -2.17 0.90  0.12
F: 1.48 -1.42 -1.05  0.13
S: 1.49 0.40 0.78  0.50
O: 1.06 0.41 2.17  -0.39
O: 2.90 0.22 0.63  -0.27
O: 0.90 1.44 -0.02  -0.28
C: -3.41 1.83 6.71  -0.07
C: -3.22 0.37 6.41  -0.26
O: -2.54 0.25 5.16  -0.20
C: -2.55 -1.07 4.66  -0.27
C: -1.71 -1.15 3.42  -0.06
H: -3.88 2.32 5.86  0.08
H: -4.08 1.98 7.55  0.08
H: -2.45 2.30 6.92  0.08
H: -2.64 -0.14 7.19  0.13
H: -4.18 -0.16 6.34  0.12
H: -2.11 -1.75 5.40  0.13
H: -3.58 -1.39 4.45  0.13
H: -1.93 -0.34 2.71  0.08
H: -1.86 -2.11 2.94  0.08
H: -0.65 -1.09 3.67  0.07
C: 0.22 -4.06 -2.94  -0.05
C: 1.03 -3.12 -3.79  -0.47
C: 2.52 -3.46 -3.84  -0.05
O: 0.47 -3.06 -5.13  -0.06
H: -0.82 -3.73 -2.99  0.07
H: 0.55 -3.98 -1.90  0.08
H: 0.28 -5.11 -3.24  0.09
H: 0.91 -2.10 -3.42  0.10
H: 3.03 -2.88 -4.61  0.08
H: 2.65 -4.53 -4.03  0.08
H: 3.00 -3.21 -2.89  0.08
H: 0.63 -3.90 -5.58  0.10
C: 0.17 2.04 -5.80  -0.05
C: 0.34 0.74 -5.04  -0.49
C: -0.32 0.79 -3.65  -0.06
O: -0.22 -0.32 -5.84  -0.05
H: 0.51 2.88 -5.20  0.07
H: -0.88 2.20 -6.04  0.09
H: 0.73 1.99 -6.73  0.08
H: 1.41 0.54 -4.85  0.07
H: -1.41 0.85 -3.74  0.08
H: 0.01 1.68 -3.10  0.06
H: -0.08 -0.08 -3.03  0.06
H: 0.03 -1.16 -5.41  0.04
C: 3.80 -2.85 1.71  -0.06
C: 4.41 -1.94 2.76  -0.49
C: 4.38 -2.59 4.14  -0.06
O: 5.76 -1.59 2.41  -0.05
H: 2.73 -2.98 1.88  0.07
H: 4.26 -3.85 1.73  0.09
H: 3.93 -2.43 0.71  0.08
H: 3.90 -0.97 2.75  0.11
H: 4.99 -3.50 4.15  0.08
H: 3.37 -2.81 4.48  0.08
H: 4.86 -1.92 4.87  0.08
H: 6.30 -2.39 2.44  0.08
C: -2.86 1.05 -0.61  -0.05
C: -4.33 1.22 -0.90  -0.50
C: -5.18 1.21 0.37  -0.05
O: -4.56 2.42 -1.62  -0.04
H: -2.52 1.89 0.01  0.08
H: -2.27 1.11 -1.52  0.07
H: -2.62 0.11 -0.12  0.06
H: -4.68 0.41 -1.55  0.13
H: -5.01 0.32 0.99  0.07
H: -6.24 1.21 0.11  0.08
H: -4.92 2.08 0.97  0.08
H: -3.92 3.09 -1.34  0.08
C: 2.77 0.50 -3.35  -0.06
C: 4.10 0.88 -2.71  -0.45
C: 4.12 2.29 -2.15  -0.05
O: 4.49 -0.07 -1.70  -0.07
H: 1.92 0.66 -2.68  0.06
H: 2.79 -0.56 -3.64  0.08
H: 2.53 1.07 -4.25  0.07
H: 4.90 0.83 -3.47  0.14
H: 3.65 2.98 -2.86  0.08
H: 5.16 2.58 -1.99  0.08
H: 3.56 2.37 -1.22  0.07
H: 3.82 -0.02 -0.99  0.03
C: -2.11 -4.44 -0.32  -0.09
C: -2.97 -3.28 -0.78  -0.33
O: -4.21 -3.78 -1.30  -0.07
H: -1.22 -4.04 0.17  0.06
H: -1.83 -5.05 -1.16  0.06
H: -2.64 -5.05 0.42  0.08
H: -2.41 -2.73 -1.55  0.10
H: -3.12 -2.54 0.03  0.10
H: -4.69 -3.05 -1.70  0.08
C: 0.34 4.50 -1.85  -0.08
C: 0.65 4.81 -0.39  -0.31
O: -0.06 3.98 0.52  -0.11
H: 0.68 5.29 -2.52  0.08
H: -0.74 4.38 -1.99  0.07
H: 0.82 3.57 -2.14  0.05
H: 0.39 5.85 -0.16  0.11
H: 1.73 4.73 -0.22  0.11
H: 0.21 3.05 0.34  0.02
C: -1.67 3.82 3.71  -0.06
C: -0.70 2.72 3.35  -0.28
O: -0.39 1.84 4.50  -0.19
H: -1.25 4.48 4.45  0.08
H: -2.62 3.40 4.04  0.07
H: -1.88 4.38 2.79  0.08
H: 0.24 3.17 3.03  0.10
H: -1.09 2.11 2.53  0.10
H: -1.18 1.26 4.65  0.05

Output
HOMO: -8.982 eV

---

[4]
The following is a quantum chemistry calculation of 6 unconnected molecules or ions with the total composition C26H68N4O2, from the OMol25 dataset.

Last column: Löwdin charge in e.
Element x y z (Å)
C: 1.04 6.07 2.66  -0.09
C: 0.11 4.85 2.56  -0.30
N: 0.63 3.92 1.59  -0.21
C: -0.47 3.37 0.77  -0.22
C: -1.27 2.20 1.42  -0.07
C: 1.40 2.94 2.34  -0.27
C: 2.35 2.11 1.45  -0.07
H: 1.16 6.52 1.65  0.07
H: 2.00 5.75 3.16  0.08
H: 0.60 6.90 3.28  0.08
H: -0.01 4.22 3.59  0.15
H: -0.82 5.23 2.18  0.10
H: -1.07 4.25 0.46  0.12
H: 0.00 2.94 -0.14  0.09
H: -0.72 1.30 1.58  0.03
H: -1.65 2.38 2.43  0.08
H: -2.12 1.96 0.78  0.06
H: 0.68 2.32 2.91  0.09
H: 2.07 3.43 3.07  0.12
H: 1.79 1.80 0.56  0.05
H: 2.69 1.18 1.98  0.08
H: 3.26 2.70 1.19  0.07
C: -3.54 -3.47 4.94  -0.09
C: -3.76 -3.12 3.51  -0.28
N: -4.17 -4.33 2.76  -0.18
C: -3.85 -4.26 1.36  -0.29
C: -2.38 -4.44 0.95  -0.06
C: -5.68 -4.51 2.85  -0.25
C: -6.18 -5.92 2.86  -0.10
H: -3.44 -2.63 5.64  0.08
H: -2.60 -4.05 5.00  0.09
H: -4.35 -4.06 5.32  0.06
H: -4.56 -2.39 3.32  0.12
H: -2.79 -2.72 3.14  0.10
H: -4.55 -4.98 0.85  0.13
H: -4.25 -3.28 0.98  0.10
H: -1.70 -4.09 1.73  0.07
H: -2.20 -5.52 0.76  0.09
H: -2.17 -3.98 0.04  0.04
H: -6.14 -3.93 2.02  0.12
H: -5.97 -3.98 3.78  0.11
H: -7.25 -5.95 2.72  0.06
H: -6.00 -6.42 3.83  0.08
H: -5.81 -6.60 2.05  0.09
C: 3.42 -3.68 -4.47  -0.08
C: 3.12 -2.43 -3.63  -0.29
N: 1.87 -2.49 -2.92  -0.17
C: 1.30 -1.18 -2.53  -0.28
C: -0.13 -1.18 -2.15  -0.10
C: 1.90 -3.46 -1.80  -0.22
C: 2.88 -3.13 -0.63  -0.08
H: 2.66 -3.54 -5.27  0.08
H: 3.07 -4.63 -4.05  0.06
H: 4.42 -3.67 -4.80  0.05
H: 4.03 -2.13 -3.08  0.11
H: 3.02 -1.59 -4.35  0.11
H: 1.90 -0.55 -1.80  0.12
H: 1.52 -0.55 -3.39  0.09
H: -0.87 -1.46 -2.91  0.08
H: -0.30 -1.82 -1.33  0.03
H: -0.38 -0.08 -1.89  0.10
H: 2.13 -4.47 -2.25  0.10
H: 0.89 -3.57 -1.37  0.10
H: 2.63 -2.21 -0.09  0.06
H: 3.93 -3.07 -0.96  0.07
H: 2.81 -3.83 0.18  0.05
C: 2.41 5.76 -1.49  -0.09
C: 1.75 4.46 -1.71  -0.27
N: 2.40 3.79 -2.90  -0.18
C: 3.25 2.68 -2.48  -0.27
C: 4.50 3.14 -1.79  -0.09
C: 1.30 3.49 -3.83  -0.28
C: 1.71 2.93 -5.16  -0.10
H: 3.45 5.73 -1.21  0.06
H: 1.83 6.25 -0.69  0.06
H: 2.35 6.37 -2.45  0.10
H: 1.78 3.82 -0.86  0.06
H: 0.65 4.64 -1.99  0.13
H: 3.50 2.24 -3.48  0.11
H: 2.72 1.92 -1.89  0.10
H: 4.21 3.41 -0.75  0.07
H: 4.89 3.99 -2.32  0.07
H: 5.37 2.51 -1.71  0.07
H: 0.53 2.84 -3.33  0.13
H: 0.90 4.47 -4.00  0.10
H: 2.41 3.52 -5.70  0.06
H: 2.23 1.96 -5.12  0.06
H: 0.82 2.71 -5.76  0.07
C: 0.13 -1.10 2.75  -0.16
O: 0.34 -1.05 1.35  -0.15
H: -0.94 -0.87 3.00  0.08
H: 0.47 -1.97 3.25  0.06
H: 0.74 -0.22 3.18  0.09
H: -0.56 -0.90 1.02  0.01
C: -3.29 -0.76 -0.34  -0.15
O: -2.43 -1.17 0.69  -0.14
H: -4.28 -0.41 0.05  0.10
H: -2.89 0.17 -0.75  0.07
H: -3.41 -1.51 -1.10  0.08
H: -2.94 -1.83 1.15  0.02

Output
HOMO: -8.103 eV
ΔE to the lowest compared entry with this formula, charge and spin: 139.6 kJ/mol
SMILES: CCN(CC)CC.CCN(CC)CC.CCN(CC)CC.CCN(CC)CC.CO.CO